H11O6 | the ωB97M-V functional and the def2-TZVPD basis

The calculation puts the HOMO-LUMO gap at 8.202 eV. The energy above the lowest of the compared OMol25 structures with the same formula, charge and spin comes out at 118.5 kJ/mol. The calculation puts the max |F| at 0.9 eV Å⁻¹. The molar mass comes out at 107.08 g mol⁻¹. The total energy is -458.0740 Eh. As for the total charge: -1.

CARTESIAN COORDINATES (ANGSTROEM)
O (3.8429, 2.4579, -2.7926)
O (-0.4789, -1.6279, -0.9131)
O (-0.1775, 0.4833, 0.5058)
H (-0.4885, 0.0973, 1.3357)
O (-3.3782, 1.6009, 0.5562)
H (3.5408, 1.7840, -2.1776)
H (1.6645, -0.1792, 0.9588)
O (-2.6782, -2.4782, 0.8812)
H (2.2855, -0.4853, 2.3444)
H (-1.7838, -2.4369, 0.4962)
H (-3.0071, 1.0635, -0.1538)
H (0.3242, -2.0237, -1.2535)
H (-3.1743, -2.2692, 0.0749)
H (-2.6915, 1.5185, 1.2285)
H (4.0213, 3.2637, -2.3041)
O (2.4500, -0.0145, 1.5259)
H (-0.2713, -0.7543, -0.3129)